Entry 1:
DFT (the ωB97M-V functional and the def2-TZVPD basis) results for a gas-phase ion, C3F5O3P (charge -2) in a non-equilibrium geometry.

Structure (XYZ):
```
12
Properties=species:S:1:pos:R:3:lowdin_charge:R:1
O -1.98 -0.18 1.45 -0.421
P -1.98 0.46 0.09 0.033
O -3.20 0.24 -0.79 -0.474
O -1.31 1.81 -0.04 -0.437
C -0.58 -0.76 -0.34 -0.202
F -1.02 -1.99 -0.48 0.018
C 0.79 -0.75 -0.01 -0.136
F 1.58 -1.91 0.25 -0.046
C 1.63 0.44 0.00 -0.597
F 2.89 0.06 -0.31 0.068
F 1.83 1.17 1.11 0.107
F 1.35 1.41 -0.92 0.087
```

Values from the calculation:
**Electronic energy**: -1180.77607 a.u.
**E_LUMO**: 6.45 eV
**SMILES**: O=P([O-])([O-])/C(F)=C(/F)C(F)(F)F
**Spin multiplicity**: 1
**Charge**: -2
**F_max**: 3.35 eV/A
**Highest occupied orbital energy**: -0.010 eV

=====

Entry 2:
DFT (the ωB97M-V functional and the def2-TZVPD basis) results for 2 unconnected molecules or ions with the total composition C8H19N2O5S.

Structure (XYZ):
```
35
Properties=species:S:1:pos:R:3:lowdin_charge:R:1
C -0.07 5.17 -1.94 0.001
C 0.84 4.73 -3.06 -0.590
O 0.71 5.13 -4.19 0.078
O 1.79 3.87 -2.67 -0.046
C 1.42 2.43 -2.96 -0.304
N 2.17 1.55 -2.19 -0.209
S 1.57 1.21 -0.77 0.458
C 2.96 1.49 0.30 -0.186
O 1.23 -0.20 -0.61 -0.392
O 0.53 2.13 -0.31 -0.383
H 0.52 5.53 -1.10 0.085
H -0.67 4.32 -1.59 0.079
H -0.72 5.96 -2.30 0.074
H 1.65 2.30 -4.02 0.109
H 0.33 2.37 -2.81 0.108
H 2.71 1.12 1.29 0.051
H 3.84 0.99 -0.10 0.050
H 3.11 2.57 0.33 0.053
C -2.71 -3.80 0.97 -0.079
C -1.99 -2.46 0.96 -0.429
C -0.48 -2.54 1.20 -0.193
O -0.11 -2.80 2.54 -0.186
C -0.13 -4.16 2.93 -0.128
N -2.65 -1.56 1.92 0.035
H -2.83 -4.19 1.98 0.058
H -3.70 -3.70 0.54 0.069
H -2.16 -4.55 0.39 0.074
H -2.11 -2.02 -0.03 0.139
H -0.04 -1.58 0.94 0.102
H -0.02 -3.29 0.53 0.123
H 0.18 -4.81 2.11 0.087
H -1.11 -4.47 3.29 0.070
H 0.58 -4.27 3.75 0.082
H -2.26 -0.63 1.82 0.076
H -2.39 -1.86 2.85 0.063
```

Values from the calculation:
**Electronic energy**: -1200.14515 a.u.
**E_LUMO**: 2.95 eV
**Spin multiplicity**: 1
**Charge**: -1
**F_max**: 0.51 eV/A
**Highest occupied orbital energy**: -4.880 eV

=====

Entry 3:
DFT (the ωB97M-V functional and the def2-TZVPD basis) results for 3 unconnected molecules or ions with the total composition C3H13NO3 in a non-equilibrium geometry.

Structure (XYZ):
```
20
Properties=species:S:1:pos:R:3:lowdin_charge:R:1
N 1.43 -1.17 0.89 -0.008
C 0.97 -1.13 -0.62 -0.293
C -0.06 -0.20 -1.12 -0.219
C 0.39 1.12 -1.99 -0.264
O -0.42 2.25 -2.09 -0.072
H 2.07 -1.93 0.98 0.031
H 2.03 -0.36 1.10 0.047
H 0.61 -2.21 -0.76 0.123
H 1.78 -1.08 -1.36 0.098
H -0.81 -0.77 -1.71 0.102
H -0.63 0.20 -0.16 0.134
H 1.27 1.43 -1.38 0.112
H 0.53 0.65 -3.01 0.133
H -0.75 2.50 -1.22 0.056
O -2.53 4.19 -0.77 -0.073
H -2.85 3.38 -1.18 0.030
H -2.38 3.98 0.20 0.064
O -0.02 -3.68 5.07 -0.071
H -0.29 -2.85 4.71 0.016
H -0.36 -4.33 4.41 0.053
```

Values from the calculation:
**Electronic energy**: -402.50554 a.u.
**E_LUMO**: 0.54 eV
**SMILES**: NCCCO.O.O
**Spin multiplicity**: 1
**Energy above the lowest of the compared OMol25 structures with the same formula, charge and spin**: 2.038 eV
**Charge**: 0
**F_max**: 4.58 eV/A
**Highest occupied orbital energy**: -9.845 eV

=====

Entry 4:
DFT (the ωB97M-V functional and the def2-TZVPD basis) results for 2 unconnected molecules or ions with the total composition C3H8BrNOS in a non-equilibrium geometry.

Structure (XYZ):
```
15
Properties=species:S:1:pos:R:3:lowdin_charge:R:1
C 0.84 -0.17 1.33 -0.069
C 0.94 -0.46 -1.14 -0.072
C 0.44 0.37 -0.03 -0.511
N 0.08 1.67 -0.25 0.118
O -1.93 -0.62 -1.40 -0.683
S -2.00 -0.11 -0.01 0.522
Br -3.73 -1.55 1.15 -0.071
H 0.57 -1.27 1.33 0.116
H 1.83 0.02 1.74 0.089
H 0.19 0.29 2.01 0.050
H 1.12 -1.49 -0.64 0.114
H 1.89 -0.23 -1.64 0.096
H 0.22 -0.59 -1.98 0.082
H -0.18 2.12 -1.10 0.121
H -0.26 2.02 0.62 0.097
```

Values from the calculation:
**Electronic energy**: -3221.21345 a.u.
**E_LUMO (spin up / spin down)**: -0.90 / -0.90 eV
**Spin multiplicity**: 1
**Energy above the lowest of the compared OMol25 structures with the same formula, charge and spin**: 1.450 eV
**Charge**: 0
**F_max**: 3.01 eV/A
**Highest occupied orbital energy (spin up / spin down)**: -7.728 / -7.726 eV

=====

Entry 5:
DFT (the ωB97M-V functional and the def2-TZVPD basis) results for a molecular structure, C7H10.

Structure (XYZ):
```
17
Properties=species:S:1:pos:R:3:lowdin_charge:R:1
C 2.05 0.46 -0.04 -0.100
C 1.01 -0.52 0.49 -0.209
C -0.40 0.03 0.58 -0.448
C -1.39 -0.33 -0.87 -0.066
C -1.50 -0.97 0.48 -0.118
C -0.57 1.46 1.07 0.026
C -0.89 1.45 -0.20 -0.090
H 1.82 0.74 -1.07 0.077
H 3.05 0.02 -0.01 0.074
H 2.05 1.37 0.57 0.072
H 1.02 -1.45 -0.09 0.112
H 1.26 -0.80 1.53 0.128
H -2.29 0.09 -1.31 0.103
H -0.74 -0.82 -1.59 0.107
H -1.18 -2.00 0.56 0.115
H -2.40 -0.73 1.04 0.123
H -0.90 1.99 -1.13 0.094
```

Values from the calculation:
**Electronic energy**: -272.51376 a.u.
**E_LUMO**: 0.87 eV
**Spin multiplicity**: 1
**Energy above the lowest of the compared OMol25 structures with the same formula, charge and spin**: 5.558 eV
**Charge**: 0
**F_max**: 0.67 eV/A
**Highest occupied orbital energy**: -8.432 eV

=====

Entry 6:
DFT (the ωB97M-V functional and the def2-TZVPD basis) results for 2 unconnected molecules or ions with the total composition C32H32F18N2O6 in a non-equilibrium geometry.

Structure (XYZ):
```
90
Properties=species:S:1:pos:R:3:lowdin_charge:R:1
C 4.07 2.17 3.29 0.096
C 4.09 2.82 2.15 -0.080
C 3.73 3.37 0.67 -0.035
C 4.67 2.78 -0.47 -0.027
C 5.86 1.73 -0.20 -0.171
C 5.56 0.25 -0.79 -0.235
C 6.51 -0.79 0.06 -0.132
C 4.41 3.25 -1.94 0.042
C 3.24 4.34 -2.19 0.066
C 2.30 4.94 -1.09 0.048
C 1.19 5.99 -1.52 -0.193
F 1.39 6.57 -2.85 0.046
F -0.12 5.33 -1.64 0.023
C 1.09 7.32 -0.55 -0.249
F 0.02 7.25 0.39 0.073
F 0.78 8.46 -1.40 0.058
F 2.37 7.65 0.04 0.073
C 2.54 4.41 0.40 -0.014
C 1.66 4.91 1.63 -0.128
C 0.10 4.42 1.61 -0.056
C -0.09 2.83 1.82 -0.218
F -1.13 2.67 2.83 0.024
F 1.09 2.20 2.42 0.020
C -0.38 2.00 0.47 -0.173
F -0.90 2.76 -0.62 0.067
F 0.92 1.51 0.02 0.045
C -1.29 0.68 0.66 -0.153
F -0.99 -0.20 -0.45 0.069
F -0.76 -0.01 1.83 0.067
C -2.86 0.93 0.90 -0.166
F -3.17 0.39 2.22 0.068
F -3.27 2.30 0.93 0.094
C -3.85 0.17 -0.12 -0.136
F -3.58 0.47 -1.52 0.067
F -5.17 0.74 0.11 0.063
C -4.02 -1.42 0.16 -0.221
F -2.87 -2.05 0.72 0.097
F -5.08 -1.53 1.18 0.047
F -4.49 -2.18 -0.98 0.075
C 3.42 4.49 -3.76 -0.285
O 3.33 5.42 -4.60 0.107
N 3.89 3.15 -4.27 -0.049
C 2.83 2.09 -4.18 -0.149
C 2.69 1.44 -5.68 -0.048
C 1.09 1.28 -5.93 -0.404
N 0.17 0.67 -4.95 0.101
O 0.60 1.69 -7.04 -0.018
C 5.06 2.88 -3.36 -0.261
O 6.24 2.51 -3.64 0.086
H 4.07 1.49 4.23 0.075
H 6.19 1.67 0.91 0.106
H 6.80 2.12 -0.78 0.134
H 4.46 -0.05 -0.78 0.109
H 5.98 0.24 -1.88 0.108
H 6.05 -1.06 1.08 0.079
H 7.49 -0.20 0.27 0.079
H 6.82 -1.71 -0.56 0.078
H 1.67 6.07 1.79 0.123
H 2.08 4.50 2.64 0.124
H -0.37 4.92 2.56 0.151
H -0.51 4.83 0.73 0.113
H 1.83 2.63 -3.92 0.141
H 3.11 1.30 -3.38 0.135
H 3.13 0.38 -5.67 0.122
H 3.10 2.13 -6.50 0.133
H 0.61 0.52 -4.03 0.073
H -0.71 1.19 -4.86 0.100
C -4.98 -9.76 2.75 -0.111
O -5.31 -8.38 2.77 -0.206
C -5.24 -7.82 4.08 -0.193
C -4.79 -6.37 4.02 -0.173
O -3.40 -6.20 3.73 -0.129
C -2.97 -6.52 2.40 -0.170
C -3.45 -5.54 1.34 -0.187
O -4.84 -5.73 1.06 -0.199
C -5.51 -4.52 0.76 -0.105
H -5.76 -10.35 3.23 0.086
H -4.90 -10.07 1.70 0.089
H -4.02 -9.94 3.23 0.086
H -4.54 -8.38 4.71 0.123
H -6.24 -7.88 4.52 0.126
H -4.93 -5.93 5.01 0.126
H -5.40 -5.78 3.33 0.114
H -3.23 -7.55 2.15 0.113
H -1.88 -6.47 2.43 0.126
H -2.91 -5.71 0.41 0.128
H -3.26 -4.51 1.68 0.113
H -5.35 -3.78 1.55 0.074
H -6.58 -4.74 0.71 0.098
H -5.18 -4.14 -0.20 0.073
```

Values from the calculation:
**Electronic energy**: -3596.49502 a.u.
**E_LUMO**: -1.75 eV
**SMILES**: C#Cc1c(CCC)c2c(c(C(F)(F)C(F)(F)F)c1CCC(F)(F)C(F)(F)C(F)(F)C(F)(F)C(F)(F)C(F)(F)F)C(=O)N(CCC(N)=O)C2=O.COCCOCCOC
**Spin multiplicity**: 1
**Energy above the lowest of the compared OMol25 structures with the same formula, charge and spin**: 10.306 eV
**Charge**: 0
**F_max**: 6.21 eV/A
**Highest occupied orbital energy**: -9.130 eV

=====

Entry 7:
DFT (the ωB97M-V functional and the def2-TZVPD basis) results for C5H8O in the gas phase in a non-equilibrium geometry.

Structure (XYZ):
```
14
Properties=species:S:1:pos:R:3:lowdin_charge:R:1
C -1.88 -1.20 -0.19 -0.043
C -0.57 -0.46 -0.07 -0.391
O 0.33 -1.30 0.64 -0.070
C -0.08 0.69 -0.46 0.026
C 0.99 1.69 -0.54 -0.221
C 1.60 0.65 0.24 -0.056
H -2.27 -1.40 0.82 0.081
H -2.65 -0.70 -0.77 0.076
H -1.67 -2.18 -0.64 0.083
H 0.15 -1.17 1.57 0.099
H 1.38 1.81 -1.54 0.110
H 0.75 2.60 0.00 0.110
H 2.29 -0.08 -0.21 0.100
H 1.72 0.73 1.32 0.098
```

Values from the calculation:
**Electronic energy**: -270.40022 a.u.
**E_LUMO**: 0.95 eV
**SMILES**: CC(O)=C1CC1
**Spin multiplicity**: 1
**Energy above the lowest of the compared OMol25 structures with the same formula, charge and spin**: 4.291 eV
**Charge**: 0
**F_max**: 2.16 eV/A
**Highest occupied orbital energy**: -8.044 eV